Entry 1:
{
  "formula": "C18H20N2O4S",
  "method": "ωB97M-V with the def2-TZVPD basis set",
  "elements": ["C", "O", "C", "C", "C", "C", "N", "S", "O", "O", "C", "C", "C", "C", "C", "C", "C", "C", "C", "N", "C", "C", "O", "C", "C", "H", "H", "H", "H", "H", "H", "H", "H", "H", "H", "H", "H", "H", "H", "H", "H", "H", "H", "H", "H"],
  "coordinates": [[-3.2867, 3.5368, -2.1209], [-2.1116, 2.9949, -2.6738], [-0.9810, 2.9829, -1.9098], [-0.8958, 3.4403, -0.5992], [0.3046, 3.3751, 0.0854], [1.4373, 2.8454, -0.5185], [2.6330, 2.7720, 0.2018], [2.6073, 2.1193, 1.7578], [3.9631, 1.7327, 2.0123], [1.9684, 3.0382, 2.6461], [1.5785, 0.6778, 1.5270], [0.2507, 0.6885, 1.9030], [-0.5414, -0.4034, 1.6075], [-0.0097, -1.5125, 0.9472], [1.3409, -1.5147, 0.5688], [2.1177, -0.4030, 0.8641], [1.9773, -2.6637, -0.1670], [1.0523, -3.8721, -0.2417], [-0.3623, -3.3711, -0.5222], [-0.8263, -2.6157, 0.6267], [-1.8093, -3.0504, 1.4819], [-2.6085, -4.2592, 1.0405], [-2.0441, -2.5015, 2.5357], [1.3531, 2.3898, -1.8319], [0.1611, 2.4647, -2.5201], [-3.1560, 4.5895, -1.8514], [-4.0424, 3.4568, -2.9008], [-3.6145, 2.9740, -1.2408], [-1.7551, 3.8561, -0.0983], [0.3787, 3.7383, 1.0971], [3.4207, 2.4187, -0.3199], [-0.1441, 1.5447, 2.4236], [-1.5784, -0.4044, 1.8950], [3.1634, -0.3819, 0.5963], [2.2220, -2.3286, -1.1800], [2.9171, -2.9284, 0.3207], [1.0540, -4.4090, 0.7087], [1.3783, -4.5579, -1.0239], [-0.3516, -2.7054, -1.3927], [-1.0330, -4.1990, -0.7317], [-1.9867, -5.1512, 1.0075], [-3.0668, -4.0964, 0.0679], [-3.3919, -4.4134, 1.7781], [2.2306, 1.9853, -2.3160], [0.0874, 2.1210, -3.5398]],
  "mulliken_charge": [-0.816, -0.448, 0.778, -0.383, -0.492, 0.083, -0.305, 1.195, -0.708, -0.657, -0.011, -0.417, -0.844, 0.101, 0.986, -0.982, -1.032, -0.773, -0.851, 0.170, 1.005, -1.533, -0.612, -0.592, -0.815, 0.336, 0.235, 0.323, 0.396, 0.666, 0.335, 0.565, 0.482, 0.447, 0.373, 0.464, 0.308, 0.410, 0.261, 0.483, 0.373, 0.369, 0.345, 0.347, 0.439],
  "total_energy_ev": -40996.0780,
  "homo_energy_ev": -8.16,
  "lumo_energy_ev": 0.5,
  "smiles": "COc1ccc(NS(=O)(=O)c2ccc3c(c2)CCCN3C(C)=O)cc1",
  "homo_lumo_gap_ev": 8.63,
  "e_above_lowest_kj_mol": 147.5,
  "spin_multiplicity": 1
}

***

Entry 2:
{
  "formula": "C18H20N2O5",
  "method": "ωB97M-V with the def2-TZVPD basis set",
  "elements": ["N", "C", "C", "C", "C", "C", "C", "O", "C", "C", "C", "O", "N", "C", "C", "C", "C", "C", "C", "O", "C", "C", "C", "O", "O", "H", "H", "H", "H", "H", "H", "H", "H", "H", "H", "H", "H", "H", "H", "H", "H", "H", "H", "H", "H"],
  "coordinates": [[0.2333, 2.5995, 0.8603], [0.7776, 2.2340, -0.5064], [2.2912, 2.5403, -0.7567], [3.1386, 1.3655, -0.3688], [3.2334, 1.0235, 1.0048], [3.6594, -0.1835, 1.6110], [4.3250, -1.0607, 0.7580], [4.8441, -2.1957, 1.1501], [4.5555, -0.6164, -0.5416], [3.9224, 0.5469, -1.1634], [0.6321, 0.7412, -0.7991], [1.1366, 0.4592, -1.9104], [0.1909, -0.0839, 0.2070], [-0.3904, -1.4441, 0.2128], [-1.6226, -1.6256, -0.7424], [-3.0435, -1.1903, -0.1667], [-4.3203, -1.5775, -0.8568], [-5.4502, -0.8667, -0.4842], [-5.4918, 0.1754, 0.4085], [-6.5855, 1.0292, 0.3428], [-4.4240, 0.2388, 1.3108], [-3.2473, -0.3510, 0.9577], [0.7042, -2.4542, -0.1729], [0.6184, -3.6367, -0.0378], [1.7936, -1.7909, -0.6559], [0.9795, 2.7931, 1.5811], [-0.3320, 3.3832, 0.8669], [0.0976, 2.8325, -1.3319], [2.6703, 3.5372, -0.4139], [2.3896, 2.7655, -1.7790], [2.9173, 1.8148, 1.7045], [3.6103, -0.3820, 2.6913], [4.5723, -2.4851, 2.0727], [4.9294, -1.2334, -1.4189], [4.1918, 0.5060, -2.1692], [-0.2039, 0.5895, 0.9004], [-0.6419, -1.7242, 1.2813], [-1.7796, -2.5837, -1.0845], [-1.5329, -1.1045, -1.6617], [-4.4374, -2.3367, -1.7399], [-6.3959, -0.8123, -1.1579], [-7.2152, 0.5331, -0.1904], [-4.5727, 0.9829, 2.1756], [-2.2907, 0.0316, 1.3166], [1.5634, -0.9836, -1.3040]],
  "mulliken_charge": [-0.687, 0.791, -1.644, 1.102, -0.425, -0.848, 0.887, -0.566, -0.561, -0.588, -0.499, -0.678, 0.022, 0.184, -1.198, 0.484, -0.793, -0.272, 0.860, -0.515, -0.760, -0.079, 0.107, -0.595, -0.460, 0.190, 0.239, 0.393, 0.276, 0.456, 0.329, 0.360, 0.320, 0.219, 0.399, 0.494, 0.396, 0.712, 0.516, 0.242, 0.050, 0.281, 0.288, 0.122, 0.449],
  "total_energy_ev": -32205.1697,
  "homo_energy_ev": -8.22,
  "lumo_energy_ev": 0.5,
  "smiles": "N[C@@H](Cc1ccc(O)cc1)C(=O)N[C@@H](Cc1ccc(O)cc1)C(=O)O",
  "homo_lumo_gap_ev": 8.75,
  "e_above_lowest_kj_mol": 432.7,
  "spin_multiplicity": 1
}

***

Entry 3:
{
  "formula": "C18H20N2O6S",
  "method": "ωB97M-V with the def2-TZVPD basis set",
  "elements": ["C", "N", "C", "C", "C", "C", "C", "O", "S", "O", "O", "C", "C", "C", "C", "C", "C", "C", "C", "N", "C", "O", "C", "C", "C", "O", "O", "H", "H", "H", "H", "H", "H", "H", "H", "H", "H", "H", "H", "H", "H", "H", "H", "H", "H", "H", "H"],
  "coordinates": [[-1.0932, 1.1954, -4.6131], [-0.3960, 2.1797, -3.8281], [1.0470, 2.0966, -3.7610], [1.5555, 0.8668, -3.0756], [1.5901, -0.4446, -3.4569], [2.1294, -1.1665, -2.3642], [2.3864, -0.2420, -1.4029], [2.0445, 0.9874, -1.8217], [-1.1590, 2.7648, -2.4637], [-0.4754, 3.9677, -2.0900], [-2.5572, 2.8287, -2.7690], [-0.8920, 1.5487, -1.1748], [-1.4493, 0.2904, -1.2912], [-1.1799, -0.6903, -0.3472], [-0.3508, -0.3616, 0.7145], [0.1767, 0.9266, 0.8447], [-0.0812, 1.8891, -0.1039], [0.9951, 1.0234, 2.0960], [0.9910, -0.4181, 2.6330], [0.0731, -1.1682, 1.7730], [-0.2537, -2.4833, 1.9326], [-0.9389, -3.0899, 1.1382], [0.2562, -3.1420, 3.2052], [-0.7503, -2.8874, 4.3409], [-0.1452, -3.2925, 5.6630], [-0.4499, -4.2487, 6.3169], [0.8204, -2.4375, 6.0383], [-2.1532, 1.4223, -4.5301], [-0.7867, 1.2854, -5.6565], [-0.9050, 0.1722, -4.2706], [1.4368, 2.1464, -4.7833], [1.3722, 2.9776, -3.2048], [1.2928, -0.8488, -4.4028], [2.2991, -2.2219, -2.3105], [2.8079, -0.3268, -0.4216], [-2.1057, 0.0812, -2.1198], [-1.5968, -1.6787, -0.4342], [0.3249, 2.8857, -0.0477], [2.0037, 1.3818, 1.8903], [0.5346, 1.7174, 2.8013], [0.6649, -0.4566, 3.6738], [1.9913, -0.8596, 2.5695], [0.3166, -4.2151, 3.0195], [1.2420, -2.7739, 3.4844], [-1.6574, -3.4651, 4.1684], [-1.0041, -1.8272, 4.3923], [1.2090, -2.7166, 6.8821]],
  "mulliken_charge": [-0.984, 0.174, -1.532, 0.799, -0.458, -0.658, -0.503, -0.255, 1.450, -0.747, -0.756, 0.001, -0.221, -1.672, -0.046, 1.029, -0.585, -0.957, -0.784, 0.332, 0.629, -0.643, -1.028, -0.329, 0.400, -0.546, -0.408, 0.365, 0.300, 0.324, 0.483, 0.415, 0.579, 0.477, 0.569, 0.537, 0.548, 0.510, 0.326, 0.350, 0.323, 0.394, 0.432, 0.386, 0.319, 0.336, 0.324],
  "total_energy_ev": -45091.0168,
  "homo_energy_ev": -8.52,
  "lumo_energy_ev": 0.3,
  "smiles": "CN(Cc1ccco1)S(=O)(=O)c1ccc2c(c1)CCN2C(=O)CCC(=O)O",
  "homo_lumo_gap_ev": 8.82,
  "e_above_lowest_kj_mol": 139.8,
  "spin_multiplicity": 1
}

***

Entry 4:
{
  "formula": "C18H20N4O2",
  "method": "ωB97M-V with the def2-TZVPD basis set",
  "elements": ["O", "C", "N", "C", "C", "N", "C", "C", "C", "C", "C", "C", "C", "C", "C", "N", "O", "N", "C", "C", "C", "C", "C", "C", "H", "H", "H", "H", "H", "H", "H", "H", "H", "H", "H", "H", "H", "H", "H", "H", "H", "H", "H", "H"],
  "coordinates": [[0.5843, 1.0154, 2.3716], [0.6036, 2.2425, 2.4703], [0.5198, 3.0483, 1.3830], [0.2454, 2.5560, 0.1759], [-0.0516, 1.1419, -0.2966], [-0.1564, 1.3009, -1.7614], [-1.0937, 0.4770, -2.5389], [-1.1686, -1.0347, -2.2413], [0.2244, -1.7260, -2.2148], [0.1027, -3.2233, -2.0065], [0.4526, -3.8017, -0.7685], [0.4192, -5.2001, -0.5643], [0.0473, -6.0194, -1.6379], [-0.2626, -5.4644, -2.8870], [-0.2747, -4.0838, -3.0546], [-0.1214, 2.6948, -2.0747], [0.1702, 3.4158, -0.8825], [0.6707, 2.8348, 3.7412], [0.8143, 2.1596, 5.0124], [1.7621, 1.1623, 5.2194], [1.8801, 0.4896, 6.4508], [1.1280, 0.8791, 7.5439], [0.1883, 1.9083, 7.3932], [0.0253, 2.5450, 6.1337], [-1.0081, 0.8649, 0.1827], [0.7372, 0.4537, -0.0478], [-2.1217, 0.9186, -2.4405], [-0.8475, 0.5441, -3.5842], [-1.7884, -1.5124, -2.9953], [-1.6283, -1.1785, -1.2861], [0.7680, -1.5516, -3.1300], [0.7958, -1.3145, -1.4044], [0.7883, -3.2048, 0.0981], [0.6212, -5.5990, 0.4189], [0.0411, -7.1053, -1.5409], [-0.4928, -6.0890, -3.7391], [-0.5027, -3.7314, -4.0744], [0.5601, 2.9161, -2.8243], [0.3770, 3.7719, 3.7886], [2.3801, 0.8215, 4.4232], [2.6131, -0.3123, 6.5490], [1.2555, 0.3167, 8.4925], [-0.4186, 2.2575, 8.2209], [-0.7301, 3.3278, 6.0073]],
  "mulliken_charge": [-0.645, 0.597, -0.597, 0.461, -0.341, 0.401, -0.685, -0.597, -0.666, 0.328, -0.245, -0.686, -0.319, -0.606, -0.281, -0.596, -0.271, -0.202, 0.320, -0.172, -0.511, -0.386, -0.476, -0.431, 0.248, 0.241, 0.364, 0.427, 0.453, 0.313, 0.384, 0.263, 0.314, 0.384, 0.339, 0.374, 0.310, 0.251, 0.238, 0.372, 0.338, 0.326, 0.349, 0.320],
  "total_energy_ev": -29042.9859,
  "homo_energy_ev": -8.23,
  "lumo_energy_ev": 0.6,
  "smiles": "O=C(/N=C1\\CN(CCCc2ccccc2)NO1)Nc1ccccc1",
  "homo_lumo_gap_ev": 8.81,
  "e_above_lowest_kj_mol": 373.9,
  "spin_multiplicity": 1
}